Computed, not measured: a structure of composition C2N2OS2 at a distorted geometry, with wB97M-V/def2-TZVPD.

HOMO level (spin up / spin down) = -9.44 / -9.53 eV
calculated total energy = -28765.7535 eV
energy above the lowest of the compared OMol25 structures with the same formula, charge and spin = 353.81 kJ/mol

The geometry in XYZ format:
```
7
C2N2OS2 | OMol25 | wB97M-V/def2-TZVPD
C 1.89 -0.03 -0.05
C -1.31 0.20 0.07
N 2.78 -0.11 0.72
N 0.79 -0.08 -0.67
O -0.17 0.82 -0.24
S -2.76 0.76 0.24
S -1.22 -1.55 -0.05
```

Population analysis type Mulliken, resulting atomic charges in e: C 0.6331; C 0.5554; N -0.3707; N -0.6171; O -0.0200; S -0.1973; S 0.0165

Computed, not measured: a cluster of 2 separate species, C2H6N3O2 in total, with wB97M-V/def2-TZVPD.

HOMO level = -4.40 eV
calculated total energy = -10738.9892 eV
total charge = -1
energy above the lowest of the compared OMol25 structures with the same formula, charge and spin = 25.20 kJ/mol

The geometry in XYZ format:
```
13
C2H6N3O2 | OMol25 | wB97M-V/def2-TZVPD
N 0.78 2.60 0.73
C 1.08 1.25 0.35
O 1.46 1.09 -0.82
O 0.90 0.39 1.23
H 0.90 2.77 1.71
H 1.25 3.28 0.15
N -0.38 -1.70 -1.38
C -1.05 -1.42 -0.24
N -1.91 -2.21 0.26
H 0.48 -1.19 -1.54
H -0.43 -2.64 -1.72
H -0.78 -0.44 0.17
H -2.30 -1.78 1.08
```

Atomic partial charges in e from the Mulliken method, atoms 1 to 8: N -0.5213; C 0.6758; O -0.7339; O -0.7467; H 0.1979; H 0.2072; N -0.4484; C 0.2869

Computed, not measured: a cluster of 14 separate species, C91H201N9O19 in total at a distorted geometry, with wB97M-V/def2-TZVPD.

HOMO level = -7.71 eV
calculated total energy = -149921.0815 eV
energy above the lowest of the compared OMol25 structures with the same formula, charge and spin = 615.23 kJ/mol

The geometry in XYZ format:
```
320
C91H201N9O19 | OMol25 | wB97M-V/def2-TZVPD
C 1.43 5.90 -1.49
C -0.09 5.95 -1.27
O -0.75 6.18 -2.53
O 1.90 7.13 -2.04
H 1.62 5.16 -2.27
H 1.99 5.65 -0.59
H -0.38 6.78 -0.64
H -0.57 5.03 -0.92
H -1.67 5.94 -2.48
H 1.55 7.26 -2.92
C -0.25 4.18 5.55
C 0.37 3.43 4.33
O 0.36 4.31 3.28
O -1.61 4.71 5.34
H 0.53 4.88 5.82
H -0.38 3.45 6.35
H -0.22 2.59 3.97
H 1.42 3.20 4.50
H -0.35 4.94 3.43
H -1.84 5.21 6.13
C -2.96 3.88 -3.70
C -3.87 4.19 -2.40
O -3.78 5.42 -1.73
O -1.64 3.56 -3.36
H -2.90 4.71 -4.41
H -3.42 3.03 -4.21
H -3.72 3.42 -1.64
H -4.87 4.12 -2.80
H -4.46 5.46 -1.05
H -1.03 4.29 -3.26
C 3.81 0.18 7.00
C 4.05 -1.13 6.12
O 3.20 -1.42 4.98
O 2.60 0.01 7.72
H 3.92 1.05 6.36
H 4.61 0.28 7.74
H 4.04 -1.97 6.82
H 5.07 -1.07 5.74
H 2.32 -1.59 5.33
H 2.64 0.57 8.50
C 5.94 -2.99 3.21
C 6.63 -4.30 2.66
O 6.40 -4.44 1.33
O 4.57 -3.07 2.97
H 6.41 -2.10 2.78
H 6.17 -2.91 4.28
H 6.19 -5.16 3.17
H 7.68 -4.23 2.95
H 5.47 -4.19 1.32
H 4.09 -2.41 3.48
C -2.05 3.06 -6.68
C -1.24 1.81 -7.17
C -0.91 0.89 -5.96
C -2.18 0.14 -5.53
C -2.61 -0.78 -6.72
C -2.97 0.02 -8.00
N -1.91 1.04 -8.34
O -2.32 1.86 -9.34
C -2.93 -1.03 -9.09
C -4.39 0.51 -7.71
C 0.16 2.37 -7.62
H -2.97 2.70 -6.21
H -2.40 3.72 -7.47
H -1.47 3.66 -5.99
H -0.04 0.24 -6.09
H -0.75 1.60 -5.15
H -3.00 0.80 -5.28
H -2.10 -0.41 -4.59
H -3.43 -1.33 -6.25
H -1.83 -1.51 -6.90
H -3.35 -2.02 -8.88
H -3.43 -0.72 -10.01
H -1.92 -1.30 -9.40
H -4.56 1.01 -6.76
H -4.73 1.30 -8.39
H -5.05 -0.35 -7.82
H 0.63 2.84 -6.75
H 0.10 3.04 -8.48
H 0.81 1.56 -7.96
H -1.92 1.50 -10.13
C -5.16 -0.67 4.74
C -3.82 -1.10 5.37
C -2.79 -0.87 4.26
C -1.36 -0.93 4.83
C -1.04 -0.06 5.97
C -2.15 -0.23 7.06
N -3.54 -0.28 6.57
O -4.50 -0.39 7.57
C -1.78 -1.57 7.86
C -2.05 0.99 7.97
C -3.91 -2.59 5.56
H -5.34 -1.14 3.78
H -5.19 0.41 4.58
H -6.07 -0.81 5.32
H -2.80 -1.66 3.52
H -2.96 0.10 3.77
H -0.70 -0.41 4.13
H -0.96 -1.91 5.07
H -1.13 0.97 5.63
H -0.02 -0.15 6.33
H -1.40 -2.34 7.19
H -0.95 -1.34 8.53
H -2.73 -1.86 8.32
H -2.49 1.86 7.49
H -2.77 0.87 8.78
H -1.00 1.18 8.22
H -3.06 -3.11 6.00
H -4.28 -3.09 4.66
H -4.60 -2.85 6.35
H -4.18 -1.21 7.97
C 1.85 -5.06 -4.67
C 2.31 -4.13 -3.48
C 2.35 -5.08 -2.26
C 3.03 -4.52 -1.09
C 4.42 -3.99 -1.43
C 4.49 -3.03 -2.69
N 3.69 -3.70 -3.75
O 3.96 -3.31 -5.04
C 3.79 -1.70 -2.35
C 5.98 -2.90 -3.06
C 1.19 -2.98 -3.35
H 1.54 -4.44 -5.51
H 1.07 -5.80 -4.49
H 2.65 -5.62 -5.16
H 1.36 -5.46 -2.03
H 3.03 -5.89 -2.53
H 3.13 -5.26 -0.30
H 2.44 -3.67 -0.76
H 4.96 -4.90 -1.68
H 4.96 -3.70 -0.53
H 4.54 -1.08 -1.87
H 3.54 -1.15 -3.26
H 2.85 -1.79 -1.80
H 6.17 -2.34 -3.98
H 6.42 -2.27 -2.28
H 6.61 -3.79 -3.11
H 0.32 -3.49 -3.78
H 1.52 -2.13 -3.94
H 1.09 -2.60 -2.33
H 3.45 -2.50 -5.12
C 9.89 0.93 4.30
C 8.94 -0.21 4.04
C 7.58 0.07 4.79
C 6.77 1.17 4.09
C 6.52 0.77 2.61
C 7.81 0.45 1.75
N 8.62 -0.46 2.56
O 9.71 -0.95 1.85
C 7.33 -0.34 0.46
C 8.59 1.74 1.30
C 9.52 -1.59 4.60
H 9.46 1.91 4.50
H 10.61 1.03 3.48
H 10.46 0.82 5.22
H 6.95 -0.81 4.64
H 7.59 0.08 5.88
H 7.24 2.15 4.10
H 5.87 1.30 4.69
H 6.02 1.58 2.09
H 5.81 -0.05 2.64
H 6.92 -1.32 0.70
H 6.59 0.23 -0.10
H 8.14 -0.55 -0.24
H 8.97 2.24 2.19
H 9.34 1.47 0.56
H 7.93 2.31 0.65
H 9.83 -1.51 5.64
H 10.45 -1.93 4.15
H 8.86 -2.46 4.56
H 9.30 -1.57 1.24
C -0.25 0.80 -1.47
C -0.38 0.60 0.09
C -0.79 -0.85 0.45
C 0.43 -1.79 0.45
C 1.50 -1.27 1.46
C 1.92 0.24 1.21
N 0.76 1.08 0.88
O 1.21 2.42 0.68
C 2.49 0.81 2.53
C 3.01 0.23 0.13
C -1.50 1.55 0.63
H -1.07 0.42 -2.07
H 0.68 0.30 -1.75
H -0.21 1.89 -1.59
H -1.20 -0.82 1.45
H -1.55 -1.19 -0.25
H 0.95 -1.88 -0.51
H 0.00 -2.71 0.84
H 2.40 -1.88 1.51
H 1.15 -1.35 2.48
H 3.30 0.27 3.01
H 2.81 1.85 2.53
H 1.68 0.85 3.26
H 3.78 -0.54 0.22
H 2.54 0.28 -0.85
H 3.61 1.14 0.12
H -1.62 1.47 1.71
H -2.46 1.34 0.17
H -1.40 2.62 0.47
H 0.75 2.80 1.44
C 0.19 -8.15 2.81
C -1.26 -7.67 2.54
C -2.01 -7.66 3.93
C -3.30 -6.92 4.00
C -3.13 -5.51 3.48
C -2.47 -5.36 2.10
N -1.25 -6.26 2.05
O -0.49 -6.17 0.87
C -3.47 -5.76 0.95
C -2.03 -3.93 1.85
C -1.94 -8.62 1.59
H 0.83 -7.42 3.31
H 0.73 -8.24 1.87
H 0.25 -9.06 3.40
H -2.28 -8.65 4.30
H -1.40 -7.13 4.67
H -3.69 -6.83 5.01
H -4.06 -7.51 3.49
H -2.62 -4.94 4.26
H -4.16 -5.18 3.32
H -2.88 -5.71 0.04
H -3.84 -6.79 0.91
H -4.28 -5.04 0.86
H -1.20 -3.74 2.54
H -1.74 -3.80 0.81
H -2.80 -3.17 1.95
H -1.69 -9.67 1.79
H -1.69 -8.39 0.55
H -3.01 -8.65 1.83
H 0.38 -6.01 1.24
C -4.66 6.04 3.19
C -4.28 5.18 1.91
C -4.50 3.64 2.29
C -5.97 3.28 2.40
C -6.80 3.66 1.17
C -6.61 5.15 0.77
N -5.16 5.53 0.74
O -5.07 6.84 0.42
C -7.17 5.24 -0.64
C -7.58 5.94 1.70
C -2.79 5.35 1.47
H -4.89 7.10 3.06
H -3.83 6.02 3.89
H -5.57 5.67 3.66
H -4.13 3.03 1.47
H -3.96 3.31 3.17
H -6.35 3.73 3.32
H -6.01 2.19 2.46
H -7.84 3.45 1.44
H -6.64 2.99 0.33
H -7.39 6.29 -0.83
H -6.60 4.76 -1.43
H -8.15 4.78 -0.77
H -7.29 6.03 2.74
H -7.62 6.98 1.35
H -8.59 5.51 1.68
H -2.55 6.38 1.23
H -2.72 4.87 0.50
H -2.09 4.89 2.18
H -5.61 7.29 1.07
C -8.64 0.68 -1.63
C -7.22 0.13 -1.94
C -6.29 0.17 -0.65
C -5.06 -0.83 -0.71
C -5.57 -2.15 -1.06
C -6.25 -2.21 -2.41
N -7.42 -1.33 -2.32
O -8.33 -1.44 -3.36
C -5.23 -1.98 -3.52
C -6.76 -3.68 -2.52
C -6.52 0.97 -3.12
H -9.34 0.79 -2.46
H -8.69 1.47 -0.88
H -9.01 -0.18 -1.06
H -5.84 1.16 -0.62
H -6.86 0.13 0.28
H -4.39 -0.85 0.15
H -4.42 -0.66 -1.57
H -6.16 -2.58 -0.25
H -4.72 -2.84 -1.04
H -4.91 -0.95 -3.68
H -4.26 -2.40 -3.25
H -5.46 -2.44 -4.48
H -5.91 -4.35 -2.68
H -7.28 -4.11 -1.67
H -7.35 -3.96 -3.39
H -5.43 0.98 -3.09
H -6.91 1.98 -3.19
H -6.72 0.43 -4.04
H -9.14 -1.78 -2.97
C 2.14 2.03 -3.55
C 3.51 2.57 -3.95
C 4.38 2.31 -2.74
C 5.82 2.52 -2.93
C 6.24 1.44 -3.88
C 5.51 1.64 -5.33
N 4.07 1.73 -5.09
O 3.34 1.89 -6.28
C 6.15 2.85 -6.04
C 5.76 0.32 -6.16
C 3.35 4.11 -4.38
H 1.43 2.04 -4.38
H 1.61 2.74 -2.91
H 2.22 1.03 -3.14
H 4.03 2.73 -1.80
H 4.22 1.24 -2.57
H 6.35 2.36 -1.99
H 5.89 3.52 -3.37
H 6.15 0.44 -3.43
H 7.32 1.55 -3.99
H 7.18 2.66 -6.32
H 5.76 3.00 -7.05
H 6.07 3.81 -5.52
H 6.82 0.17 -6.38
H 5.30 -0.57 -5.73
H 5.31 0.28 -7.15
H 2.36 4.37 -4.01
H 3.33 4.31 -5.46
H 4.06 4.73 -3.82
H 3.53 2.80 -6.52
```

Atomic partial charges in e from the Mulliken method, atoms 1 to 8: C 0.1436; C 0.5887; O -0.7325; O -0.6455; H -0.1880; H 0.3205; H 0.2993; H -0.3402

Computed, not measured: the ion C3H9N4 with charge +1 at a distorted geometry, with wB97M-V/def2-TZVPD.

HOMO level (spin up / spin down) = -9.27 / -13.70 eV
calculated total energy = -9203.1140 eV
spin multiplicity = 3
total charge = +1
energy above the lowest of the compared OMol25 structures with the same formula, charge and spin = 395.09 kJ/mol

The geometry in XYZ format:
```
16
C3H9N4 | OMol25 | wB97M-V/def2-TZVPD
C -1.41 0.02 0.03
C -0.16 -0.87 0.39
C 2.14 -0.29 -0.20
N -1.11 1.28 -0.09
N 0.88 0.07 0.42
N -2.65 -0.39 -0.08
N 0.28 1.41 0.02
H -0.26 -1.35 1.31
H 0.05 -1.80 -0.17
H 2.83 0.61 -0.15
H 2.64 -1.18 0.36
H 1.78 -0.49 -1.24
H -2.90 -1.34 0.01
H -3.39 0.27 -0.31
H 0.64 1.85 -0.95
H 0.65 2.18 0.65
```

Atomic partial charges in e from the Mulliken method, atoms 1 to 8: C 0.2904; C -0.4991; C -0.8775; N -0.6575; N -0.1003; N -0.2684; N 0.1201; H 0.3374

Computed, not measured: an isolated molecule of C20H19N5O3 at a distorted geometry, with wB97M-V/def2-TZVPD.

HOMO level = -7.88 eV
structure (SMILES) = [H]/N=C1/C(c2nc3ccccc3n2C)=C(O)CN1NC(=O)c1cccc(OC)c1
calculated total energy = -34627.2169 eV
energy above the lowest of the compared OMol25 structures with the same formula, charge and spin = 1527.13 kJ/mol

The geometry in XYZ format:
```
47
C20H19N5O3 | OMol25 | wB97M-V/def2-TZVPD
H 2.14 1.45 -0.05
N 1.26 1.20 -0.27
C 0.97 0.37 -1.03
C -0.41 -0.22 -1.34
C -1.60 0.53 -1.49
N -2.80 -0.18 -1.93
C -3.92 0.59 -1.39
C -5.17 0.26 -2.08
C -6.10 1.09 -1.31
C -5.82 2.20 -0.52
C -4.41 2.43 -0.30
C -3.44 1.67 -0.70
N -2.16 1.44 -0.56
C -1.40 2.44 0.43
C -0.32 -1.29 -2.32
O -1.22 -2.13 -2.74
C 1.23 -1.95 -2.20
N 1.78 -0.82 -1.49
N 3.13 -0.48 -1.22
C 3.94 -0.73 -0.27
O 5.16 -0.23 -0.19
C 3.13 -0.89 1.02
C 2.28 -2.24 1.33
C 1.59 -2.44 2.39
C 1.61 -1.36 3.45
C 2.37 -0.37 3.32
O 2.30 0.35 4.30
C 3.11 1.45 4.48
C 3.23 -0.08 2.14
H -5.62 -0.59 -2.48
H -7.06 0.91 -1.71
H -6.50 2.86 -0.22
H -4.25 3.01 0.56
H -1.69 2.26 1.43
H -0.33 2.05 0.04
H -1.57 3.55 -0.06
H -2.02 -1.41 -2.58
H 1.30 -2.86 -1.89
H 1.54 -1.94 -3.21
H 3.73 -0.57 -2.05
H 2.33 -2.84 0.37
H 0.98 -3.29 2.48
H 1.21 -1.77 4.23
H 2.72 2.26 3.65
H 4.10 1.37 4.32
H 2.91 1.99 5.53
H 3.73 0.77 2.12
```

Atomic partial charges in e from the Mulliken method, atoms 1 to 8: H 0.2855; N -0.4590; C 0.4925; C -0.0112; C -0.1847; N -0.6019; C 0.5841; C -0.7666

Computed, not measured: a cluster of 2 separate species, C8H17F3N3 in total at a distorted geometry, with wB97M-V/def2-TZVPD.

HOMO level = -13.21 eV
calculated total energy = -21184.2557 eV
total charge = +1
energy above the lowest of the compared OMol25 structures with the same formula, charge and spin = 219.75 kJ/mol

The geometry in XYZ format:
```
31
C8H17F3N3 | OMol25 | wB97M-V/def2-TZVPD
C -1.35 -1.68 0.31
C -0.98 2.44 1.06
C -0.88 -1.62 2.66
C 1.78 1.31 0.57
C -0.56 1.66 -0.17
C 0.87 -0.20 -1.13
C 0.07 -2.32 -1.91
C -0.34 -0.98 -1.40
N -0.82 -1.24 1.31
N 1.31 0.57 -2.17
N 0.51 0.73 0.13
F -1.06 -3.18 -2.00
F 0.67 -2.26 -3.14
F -1.30 -0.29 -2.13
H -2.05 -2.33 -0.18
H -0.11 3.11 1.28
H -1.82 3.16 0.79
H -1.12 1.71 1.90
H -0.04 -1.32 3.31
H -1.19 -2.71 2.72
H -1.68 -1.00 3.14
H 2.10 2.21 -0.13
H 1.78 1.72 1.60
H 2.51 0.55 0.57
H -0.22 2.39 -0.87
H -1.39 0.94 -0.44
H 1.67 -0.78 -0.81
H 0.78 -2.79 -1.20
H 0.58 1.19 -2.59
H 2.14 1.07 -1.97
H 0.14 -0.09 0.88
```

Atomic partial charges in e from the Mulliken method, atoms 1 to 8: C -0.1364; C -1.1225; C -1.1068; C -0.9936; C -0.3599; C -0.4177; C 0.0574; C -0.0213

Computed, not measured: a structure of composition AgBeCl4I2 at a distorted geometry, with wB97M-V/def2-TZVPD.

HOMO level = 0.98 eV
calculated total energy = -70693.6184 eV
total charge = -3

The geometry in XYZ format:
```
8
AgBeCl4I2 | OMol25 | wB97M-V/def2-TZVPD
Be -1.13 -1.43 -1.48
Ag 0.89 0.79 1.65
Cl -0.34 -1.41 -3.36
Cl -1.65 -2.15 1.29
Cl 2.10 2.29 -1.34
Cl -1.96 3.28 -0.53
I 2.03 -2.20 -0.68
I 0.08 0.83 4.45
```

Population analysis type Mulliken, resulting atomic charges in e: Be 0.5607; Ag 0.5960; Cl -0.1520; Cl -0.6368; Cl -0.9198; Cl -0.9861; I -0.7650; I -0.6969

Computed, not measured: a cluster of 3 separate species, C3H11NO3 in total at a distorted geometry, with wB97M-V/def2-TZVPD.

HOMO level = -9.86 eV
structure (SMILES) = CN(C)C=O.O.O
calculated total energy = -10920.6776 eV
energy above the lowest of the compared OMol25 structures with the same formula, charge and spin = 224.61 kJ/mol

The geometry in XYZ format:
```
18
C3H11NO3 | OMol25 | wB97M-V/def2-TZVPD
C -2.00 0.16 0.85
N -0.80 0.69 0.20
C -0.91 1.10 -1.20
C 0.17 1.15 0.97
O 0.47 0.66 2.07
H -2.38 -0.70 0.31
H -2.83 0.86 0.98
H -1.73 -0.24 1.82
H -1.00 2.18 -1.28
H -1.72 0.51 -1.61
H -0.03 0.77 -1.76
H 0.77 2.00 0.60
O 2.76 -1.79 -1.85
H 2.52 -1.85 -0.92
H 3.14 -0.90 -1.75
O 1.03 -1.67 0.89
H 1.71 -2.15 0.45
H 0.81 -0.79 1.23
```

Atomic partial charges in e from the Mulliken method, atoms 1 to 8: C -1.0802; N 0.2479; C -0.8854; C -0.0620; O -0.6208; H 0.3802; H 0.3524; H 0.3616

> Which of these has the lowest calculated total energy?

C91H201N9O19